# 1
Density functional theory data (ωB97M-V with the def2-TZVPD basis set) for a gas-phase ion, C4H9O (charge -1) in a non-equilibrium geometry.

Computed properties:
spin multiplicity: 1
F_max: 2.0 eV/A
highest occupied orbital energy: -2.0 eV
SMILES: CCCC[O-]
ΔE to the lowest compared entry with this formula, charge and spin: 0.690 eV
total charge: -1

Atoms and positions in Å:
O  1.01  -2.11  -0.06
C  -0.13  -1.51  0.21
C  -0.41  -0.18  -0.57
C  0.19  2.34  0.01
C  -0.58  1.05  0.33
H  -1.60  1.33  0.61
H  -1.16  -2.09  0.04
H  0.77  2.75  0.83
H  -0.50  3.11  -0.37
H  0.87  2.26  -0.85
H  -0.12  0.78  1.29
H  -1.30  -0.38  -1.17
H  0.40  0.17  -1.23
H  -0.31  -1.34  1.30

# 2
Density functional theory data (ωB97M-V with the def2-TZVPD basis set) for 2 unconnected molecules or ions with the total composition C4H9O in a non-equilibrium geometry.

Computed properties:
spin multiplicity: 1
F_max: 3.4 eV/A
highest occupied orbital energy: -0.6 eV
ΔE to the lowest compared entry with this formula, charge and spin: 2.740 eV
total charge: -1

Atoms and positions in Å:
O  2.24  -0.23  -0.42
C  -2.53  -0.08  -0.46
C  0.99  -0.88  -0.28
C  -1.43  -0.46  0.40
C  -0.07  0.14  0.11
H  1.05  -1.66  0.50
H  2.93  -0.89  -0.56
H  -1.34  -1.55  0.57
H  -2.25  0.06  -1.51
H  -3.39  -0.77  -0.40
H  0.29  0.69  1.00
H  0.70  -1.38  -1.22
H  -0.15  0.89  -0.70
H  -1.70  -0.31  1.84